Here is a structure of composition C32H90N8O10Ti2 in a non-equilibrium geometry from OMol25. Energies are from wB97M-V/def2-TZVPD.

Calculated values
Multiplicity: 7
Energy relative to the best compared isomer or geometry (same formula, charge and spin), eV: 0.000
LUMO level (spin up / spin down), eV: 0.445 / 0.360
Gap between HOMO and LUMO (spin up / spin down), Eh: 0.154 / 0.323
Total charge: 0

Geometry (Å):
Ti -5.68435 13.78196 -14.25878
Ti -3.77767 15.33471 -16.44965
O -3.82437 15.07646 -14.23603
H -3.70812 14.74699 -13.32364
O -5.88525 14.36544 -16.72584
H -6.34939 15.01770 -17.28590
C -1.04085 12.63257 -15.51176
C -0.49329 14.09312 -15.35452
C 0.68985 14.38906 -16.29098
O 1.46155 13.27021 -16.14083
C 2.58832 13.25351 -16.98821
N -1.49431 15.18602 -15.52263
H -0.40589 11.82166 -15.15486
H -1.22171 12.35575 -16.55040
H -1.99737 12.67011 -14.99044
H -0.11294 14.27144 -14.34873
H 1.27275 15.13765 -15.75438
H 0.31703 14.67553 -17.27437
H 3.27781 12.41283 -16.91099
H 3.26416 14.10733 -16.93997
H 2.25152 13.06472 -18.00753
H -2.24356 15.09871 -14.85098
H -0.91641 15.91647 -15.13198
C -7.88333 12.69035 -18.99950
C -8.98941 12.46980 -18.05172
C -9.75237 11.05996 -18.31107
O -10.89750 10.67846 -17.50926
C -10.61964 10.17193 -16.19006
N -8.19300 12.51425 -16.82508
H -7.37426 13.65099 -19.07778
H -8.25611 12.78824 -20.01908
H -7.16264 11.88272 -18.87128
H -9.72234 13.27573 -18.08916
H -9.04233 10.23856 -18.21487
H -10.09160 11.00516 -19.34549
H -9.98208 10.92653 -15.72939
H -10.11499 9.21800 -16.03699
H -11.52921 10.11792 -15.59184
H -8.75600 12.68573 -16.00428
H -7.41009 13.15146 -16.79175
C -5.94025 15.90053 -20.04634
C -4.62233 16.18559 -19.36448
C -4.61794 17.38085 -18.40712
O -3.60665 17.54717 -17.46744
C -2.30072 17.78502 -18.02315
N -4.08997 14.99148 -18.74858
H -5.88982 15.07717 -20.75882
H -6.40965 16.66409 -20.66662
H -6.80179 15.63856 -19.43216
H -3.90592 16.49932 -20.12372
H -5.57452 17.54303 -17.91038
H -4.62414 18.25880 -19.05308
H -1.50362 17.77836 -17.27970
H -2.28660 18.76857 -18.49275
H -2.11219 17.16684 -18.90088
H -3.85794 14.33616 -19.48126
H -4.69426 14.51782 -18.09241
C -6.17981 18.29538 -14.66883
C -7.30271 17.28999 -14.57959
C -8.18062 17.04751 -15.83242
O -8.81228 18.30172 -16.08041
C -9.74586 18.81469 -15.14796
N -6.48584 16.05025 -14.40797
H -5.48734 18.31977 -13.82741
H -6.58504 19.30516 -14.60369
H -5.66750 18.09295 -15.60939
H -7.85477 17.36133 -13.64245
H -8.80207 16.16074 -15.70783
H -7.64024 16.87912 -16.76394
H -9.37755 19.02425 -14.14371
H -10.59847 18.14080 -15.06393
H -10.05187 19.74531 -15.62586
H -5.52141 16.34691 -14.36371
H -6.46366 15.60525 -15.31439
C -3.87021 10.47772 -17.07097
C -4.88380 10.84787 -16.07227
C -4.92624 9.73322 -15.04023
O -5.46972 8.48984 -15.44656
C -6.78367 8.50682 -15.80691
N -4.54160 12.12969 -15.53496
H -4.24735 9.62095 -17.62936
H -2.95225 10.12762 -16.59887
H -3.58676 11.32758 -17.69186
H -5.85228 10.96685 -16.55806
H -5.57924 9.96300 -14.19827
H -4.01029 9.55528 -14.47676
H -6.89161 9.20332 -16.63837
H -7.47266 8.88325 -15.05081
H -7.12389 7.52093 -16.12373
H -5.00811 12.76785 -16.16362
H -3.55646 12.30419 -15.67334
C -10.15798 20.70504 -18.73825
C -8.66266 20.33646 -18.96864
C -7.69192 20.86442 -17.93807
O -6.43277 20.46809 -18.33731
C -5.43935 21.00192 -17.46455
N -8.56555 18.92871 -19.13997
H -10.31176 21.75331 -18.48216
H -10.63128 20.08995 -17.97291
H -10.80762 20.61062 -19.60838
H -8.39908 20.80785 -19.91544
H -7.81615 20.46488 -16.93156
H -7.66345 21.95374 -17.96402
H -5.24843 22.06898 -17.57875
H -4.56143 20.62685 -17.99055
H -5.42814 20.63247 -16.43914
H -8.94127 18.60401 -18.26048
H -7.56934 18.78577 -19.05496
C -8.33299 10.75920 -12.40561
C -7.93406 12.03936 -13.13517
C -9.02152 13.09197 -13.01754
O -10.22520 12.72909 -13.70276
C -11.18760 13.76360 -13.54472
N -6.64560 12.32199 -12.53228
H -7.53480 10.02090 -12.32874
H -9.18799 10.18937 -12.76944
H -8.53434 10.98239 -11.35788
H -7.81073 11.68285 -14.15781
H -8.66459 14.05750 -13.37597
H -9.14184 13.35308 -11.96614
H -12.09379 13.39931 -14.02867
H -10.94114 14.63566 -14.15042
H -11.35096 14.20423 -12.56123
H -6.89535 13.05928 -11.88875
H -6.33429 11.56809 -11.93660
C -5.69186 10.74884 -23.17014
C -6.13416 10.44296 -21.73070
C -6.04166 8.92465 -21.23920
O -6.46764 8.85589 -19.90422
C -6.34168 7.60946 -19.37057
N -5.38443 11.22651 -20.74689
H -5.61325 11.79090 -23.48005
H -6.29653 10.21369 -23.90232
H -4.74784 10.24284 -23.37237
H -7.15448 10.82634 -21.72315
H -5.04266 8.49065 -21.28094
H -6.65730 8.24312 -21.82623
H -6.79594 6.76991 -19.89678
H -6.65852 7.50597 -18.33279
H -5.29861 7.29667 -19.32272
H -4.37472 11.23146 -20.77022
H -5.61389 10.87543 -19.82809



Here is a cluster of 13 separate species, C32H90O13S10 in total in a non-equilibrium geometry from OMol25. Energies are from wB97M-V/def2-TZVPD.

Calculated values
Multiplicity: 1
LUMO level, eV: 0.338
Gap between HOMO and LUMO, Eh: 0.325
Total charge: 0

Geometry (Å):
C -2.02454 -5.55909 -0.04204
C -3.42231 -5.77992 0.51150
O -3.97958 -4.51343 0.79287
C -5.33829 -4.49035 1.28158
C -5.74367 -3.06428 1.63960
H -1.56628 -4.81582 0.52133
H -1.45498 -6.47358 -0.02526
H -2.09544 -5.22726 -1.07086
H -4.18750 -6.24545 -0.12092
H -3.40865 -6.46367 1.41577
H -5.97340 -4.91546 0.51376
H -5.29761 -5.07391 2.23377
H -5.06871 -2.62977 2.39946
H -6.79261 -3.06665 1.91395
H -5.69130 -2.32338 0.79985
C 0.05674 -1.87059 1.03941
C 0.65796 -0.90225 0.08901
O -0.30749 -0.43099 -0.85471
C 0.18358 0.41777 -1.85557
C -0.94832 0.57741 -2.84546
H 0.88956 -2.49815 1.34881
H -0.49465 -1.41717 1.89876
H -0.57354 -2.48798 0.43960
H 1.19940 -0.08723 0.60769
H 1.43593 -1.47511 -0.47665
H 0.53026 1.37996 -1.48164
H 1.02135 -0.09273 -2.34600
H -1.27290 -0.39191 -3.22003
H -0.61264 1.23325 -3.66420
H -1.75660 1.06301 -2.30259
C 6.52264 4.83660 -1.20134
C 5.36280 4.78410 -2.20085
O 4.85626 3.43984 -2.29383
C 3.62060 3.41239 -2.98152
C 3.24160 1.99580 -3.08452
H 6.90227 5.86319 -1.13205
H 6.17101 4.55095 -0.18307
H 7.22898 4.10953 -1.57273
H 4.62365 5.47847 -1.85880
H 5.71171 5.11661 -3.18427
H 2.84035 4.01274 -2.47032
H 3.84972 3.81988 -3.99976
H 3.06557 1.51187 -2.11724
H 4.04764 1.49496 -3.64528
H 2.43138 1.88477 -3.81655
C 2.83383 4.54862 1.15145
S 2.59521 2.75756 0.73535
O 1.85224 2.13263 1.96410
C 4.32204 2.21907 1.07493
H 1.94367 5.04672 0.83391
H 3.65930 4.99899 0.62783
H 2.97250 4.55529 2.22467
H 4.89127 2.88721 0.42878
H 4.48055 1.17848 0.86432
H 4.31664 2.33556 2.12424
C 0.52208 5.35692 -4.03149
S -0.25679 4.01351 -4.96224
O 0.49006 2.81233 -4.58451
C -1.72269 3.89912 -3.89504
H -0.07238 6.25106 -4.34536
H 1.54761 5.45229 -4.40816
H 0.45058 5.04012 -2.96801
H -2.15553 2.96335 -4.19612
H -2.32532 4.77356 -4.02437
H -1.30607 3.86634 -2.85347
C -2.16592 -3.74200 3.45878
S -3.47141 -4.23708 4.57893
O -3.81031 -5.61964 4.17075
C -2.51145 -4.22848 6.10496
H -1.65655 -4.70854 3.29468
H -1.42962 -3.08612 3.94760
H -2.61174 -3.47329 2.50130
H -1.39545 -4.16909 6.04346
H -2.88751 -5.12733 6.61735
H -2.95511 -3.32732 6.59518
C -4.43071 -0.88308 -2.87172
S -5.17014 0.79183 -3.11886
O -4.55642 1.66713 -2.06633
C -6.85978 0.23038 -2.62639
H -4.55760 -1.15417 -1.78688
H -3.40716 -0.74223 -3.23586
H -4.98099 -1.64730 -3.46559
H -7.42294 1.12185 -2.52734
H -6.82622 -0.27009 -1.67833
H -7.25766 -0.32928 -3.45577
C -1.26443 2.77213 0.75377
S -1.30426 4.44274 0.21483
O -0.27339 4.68910 -0.82109
C -2.90699 4.59523 -0.65970
H -1.44036 2.08295 -0.08549
H -2.03954 2.63681 1.51379
H -0.33268 2.62568 1.28932
H -3.08754 5.67603 -0.89215
H -3.64749 4.32810 0.10102
H -2.98893 3.93465 -1.53899
C 2.46815 -4.63463 -3.52007
S 1.01508 -4.66606 -2.38931
O 1.43929 -4.63964 -0.96544
C 0.60251 -2.97199 -2.83298
H 2.08393 -4.43827 -4.54608
H 3.05975 -5.53012 -3.31539
H 3.08787 -3.79450 -3.24941
H 0.39630 -2.94642 -3.91246
H 1.34103 -2.19954 -2.58056
H -0.34876 -2.70621 -2.39020
C 5.91213 0.10334 -1.45490
S 4.35431 -0.86738 -1.42955
O 3.92951 -1.09884 -2.82698
C 5.10624 -2.40841 -0.90010
H 6.52861 -0.31855 -2.24872
H 6.34131 0.04465 -0.46063
H 5.72830 1.14800 -1.68168
H 5.77759 -2.18720 -0.06523
H 5.58269 -2.76967 -1.79721
H 4.27143 -3.01057 -0.60696
C -3.00354 -0.10700 1.41173
S -4.27456 0.87729 2.30644
O -3.79874 2.28849 2.55466
C -5.50205 0.99026 0.92693
H -3.45330 -1.09436 1.40157
H -2.12184 -0.11023 2.10682
H -2.57368 0.21564 0.42300
H -5.78936 0.00038 0.52037
H -5.04556 1.64850 0.22072
H -6.29928 1.51973 1.48115
C -1.11853 1.51477 4.23000
S -0.03103 0.39775 5.11716
O 0.11557 -0.78286 4.20740
C 1.42385 1.46848 5.04260
H -2.10880 1.13228 4.38977
H -0.89215 1.53988 3.15347
H -1.04866 2.51613 4.65226
H 1.47826 1.76288 4.01906
H 2.27134 0.89277 5.35844
H 1.21105 2.36125 5.67233
C 2.88444 -0.71639 2.96789
S 3.78097 -1.91107 1.83107
O 5.24575 -1.53328 2.10557
C 3.47819 -3.33838 2.85766
H 2.84669 0.22775 2.49825
H 3.62277 -0.64713 3.78808
H 1.93756 -1.06386 3.29823
H 3.86422 -4.24061 2.36520
H 2.44027 -3.45805 2.91572
H 3.95446 -3.08424 3.83563



Here is a structure of composition C32H92AsF6N8O10 in a non-equilibrium geometry from OMol25. Energies are from wB97M-V/def2-TZVPD.

Calculated values
Multiplicity: 1
Energy relative to the best compared isomer or geometry (same formula, charge and spin), eV: 6.632
LUMO level, eV: 2.294
Gap between HOMO and LUMO, Eh: 0.272
Total charge: -1

Geometry (Å):
As 0.40934 0.06304 -0.12428
F -0.10015 1.55341 -1.09417
F 1.96631 0.27932 -1.02173
F 1.04430 -1.40566 0.82877
F -1.14604 0.02964 0.63938
F -0.18301 -1.00347 -1.41996
F 1.07388 1.16780 1.19502
O 3.62481 0.09633 1.46261
H 2.67368 0.09601 1.57018
H 3.90922 -0.73639 1.83934
O 4.82461 -0.22300 -0.91262
H 3.97128 -0.64651 -1.00582
H 5.30467 -0.47419 -1.70172
C -3.13488 0.16564 3.21520
C -3.95216 -1.04151 2.78507
C -4.22272 -2.10462 3.88477
O -2.93135 -2.65896 4.28792
C -2.82616 -2.94866 5.69736
N -5.20267 -0.41829 2.44361
H -3.21590 1.00328 2.52246
H -2.06904 0.00904 3.38118
H -3.53138 0.60378 4.13113
H -3.40027 -1.51489 1.97302
H -4.70662 -3.00863 3.51502
H -4.85699 -1.67175 4.65834
H -3.52521 -3.75760 5.90961
H -3.04138 -2.16473 6.42348
H -1.78354 -3.21369 5.87291
H -5.53846 0.16262 3.19851
H -5.03653 0.24028 1.69609
C 2.61361 -3.41518 -2.68355
C 3.35081 -3.65532 -1.42412
C 4.82506 -4.05836 -1.73378
O 4.95891 -5.25675 -2.44487
C 4.60955 -6.37997 -1.66089
N 3.14574 -2.37427 -0.74940
H 1.60831 -3.00387 -2.59251
H 2.46069 -4.40819 -3.10621
H 3.13870 -2.79333 -3.40859
H 2.81571 -4.43484 -0.88180
H 5.50475 -4.09839 -0.88259
H 5.14197 -3.17974 -2.29565
H 4.87125 -7.30204 -2.17993
H 3.52438 -6.45049 -1.58646
H 5.01910 -6.33783 -0.65164
H 2.16291 -2.29710 -0.52987
H 3.65575 -2.52003 0.11010
C -1.98706 -3.35122 -3.08916
C -3.45080 -3.01821 -2.61659
C -3.55369 -1.60548 -1.98648
O -4.91329 -1.25722 -1.84837
C -5.36855 -1.10300 -0.53994
N -4.37427 -3.13914 -3.70958
H -1.90531 -4.22973 -3.72920
H -1.37216 -3.66676 -2.24628
H -1.60026 -2.56155 -3.73328
H -3.78731 -3.71232 -1.84648
H -3.06673 -0.79273 -2.52537
H -3.00477 -1.66574 -1.04671
H -4.92415 -1.85588 0.11105
H -6.45467 -1.02354 -0.49389
H -5.08432 -0.11366 -0.18146
H -4.58010 -2.16658 -3.88803
H -3.78222 -3.46510 -4.46013
C 3.89057 1.97723 -2.87824
C 3.69587 3.04512 -1.74229
C 2.36388 3.90158 -1.85214
O 2.48084 4.94787 -0.89901
C 1.32253 5.86624 -0.82727
N 3.64834 2.32217 -0.45524
H 4.87163 1.51301 -2.97876
H 3.72980 2.55649 -3.78747
H 3.11076 1.22165 -2.97363
H 4.50390 3.77656 -1.75544
H 1.53155 3.20904 -1.72675
H 2.16852 4.30313 -2.84647
H 0.82026 6.15407 -1.75083
H 1.52830 6.82057 -0.34249
H 0.57478 5.41326 -0.17628
H 3.39636 3.07152 0.17331
H 2.83270 1.73107 -0.52904
C -1.92374 1.93114 -3.78424
C -0.54702 2.13545 -4.34844
C 0.04695 0.78573 -4.86723
O 1.36079 0.92737 -5.36412
C 2.05901 -0.29925 -5.65917
N -0.55326 3.02629 -5.50734
H -2.20097 2.94830 -3.50744
H -1.97173 1.33327 -2.87410
H -2.65148 1.83410 -4.58990
H 0.12323 2.46791 -3.55576
H -0.60580 0.41266 -5.65643
H 0.06553 0.18571 -3.95743
H 2.20628 -0.71547 -4.66259
H 3.01707 -0.13039 -6.15080
H 1.53312 -0.91858 -6.38579
H -1.19366 2.69253 -6.21345
H 0.37417 2.97660 -5.90420
C 2.08662 -5.58976 1.79621
C 1.05751 -6.44992 1.05738
C 0.01613 -5.66673 0.20299
O -0.54513 -4.60383 1.02939
C -1.23826 -3.62340 0.40426
N 1.66789 -7.50099 0.27739
H 2.86870 -6.27543 2.12224
H 1.61229 -5.07020 2.62878
H 2.51570 -4.90191 1.06762
H 0.50916 -7.04448 1.78808
H -0.72445 -6.38057 -0.15766
H 0.33668 -5.25304 -0.75315
H -0.41374 -3.12952 -0.10989
H -1.76948 -2.94451 1.07135
H -1.98578 -4.07698 -0.24657
H 2.06830 -8.12585 0.96245
H 0.90066 -8.03828 -0.10046
C -2.98960 3.08716 -0.42070
C -3.95567 4.17752 0.10163
C -3.20112 5.45843 0.55536
O -2.18000 5.20499 1.53225
C -2.57362 4.46699 2.68269
N -4.94055 4.55087 -0.87018
H -3.53397 2.26674 -0.88831
H -2.40850 2.49735 0.28821
H -2.42474 3.49297 -1.25996
H -4.47569 3.92982 1.02700
H -3.87209 6.28095 0.80307
H -2.62885 5.81401 -0.30148
H -1.67179 4.33922 3.28143
H -2.72623 3.42510 2.40112
H -3.42655 4.80599 3.27066
H -5.62489 5.12407 -0.39772
H -4.65875 5.03649 -1.70974
C 1.61351 2.12630 4.64630
C 1.58608 3.59831 4.52174
C 2.23600 4.31232 5.74040
O 2.54529 5.69284 5.47889
C 3.20663 6.40365 6.55047
N 2.27412 3.95130 3.28288
H 1.26359 1.65961 3.72551
H 1.05885 1.71522 5.48979
H 2.58643 1.63488 4.64026
H 0.53393 3.87708 4.46369
H 3.15210 3.72806 5.82706
H 1.63985 4.06885 6.61984
H 2.96526 5.96452 7.51846
H 3.12867 7.49023 6.58751
H 4.28267 6.23028 6.53670
H 2.45726 4.86312 3.67677
H 1.59511 4.19286 2.57528



Among the records above, which one has the highest multiplicity?
C32H90N8O10Ti2